One molecule with the formula C21H22N2O3, computed with wB97M-V/def2-TZVPD.

XYZ file:
```
48
Properties=species:S:1:pos:R:3:nbo_charge:R:1
C 5.809 3.673 0.057 -0.250
H 5.230 4.572 -0.180 0.173
O 5.299 2.540 -0.599 -0.481
C 4.023 2.153 -0.320 0.251
C 3.170 2.784 0.568 -0.280
C 1.885 2.307 0.782 -0.247
C 1.438 1.186 0.103 0.124
C 2.284 0.537 -0.795 -0.293
C 3.565 1.008 -1.014 0.281
O 4.457 0.445 -1.868 -0.479
C 4.057 -0.694 -2.592 -0.252
H 3.812 -1.528 -1.927 0.178
H 3.198 -0.482 -3.236 0.179
H 4.914 -0.964 -3.209 0.200
H 1.916 -0.330 -1.313 0.253
N 0.134 0.735 0.358 -0.588
C -0.562 -0.255 -0.247 0.680
O -0.150 -0.974 -1.129 -0.616
C -1.990 -0.385 0.336 -0.110
N -2.601 0.915 0.422 -0.347
C -2.820 1.748 -0.632 -0.066
C -3.398 2.896 -0.167 -0.293
C -3.536 2.755 1.228 -0.300
C -3.035 1.526 1.558 -0.083
H -2.964 1.037 2.511 0.213
H -3.955 3.473 1.905 0.224
H -3.691 3.744 -0.754 0.224
H -2.543 1.462 -1.627 0.217
H -1.889 -0.774 1.358 0.234
C -2.842 -1.370 -0.493 -0.457
C -2.793 -2.750 0.099 0.070
C -3.770 -3.167 0.994 -0.250
C -3.709 -4.425 1.566 -0.205
C -2.667 -5.280 1.251 -0.224
C -1.687 -4.870 0.363 -0.191
C -1.749 -3.612 -0.209 -0.250
H -0.983 -3.286 -0.897 0.234
H -0.871 -5.534 0.115 0.211
H -2.620 -6.263 1.696 0.212
H -4.477 -4.740 2.258 0.212
H -4.586 -2.502 1.242 0.208
H -2.457 -1.391 -1.514 0.242
H -3.871 -1.007 -0.510 0.226
H -0.363 1.287 1.046 0.410
H 1.236 2.818 1.478 0.208
H 3.493 3.659 1.109 0.222
H 6.826 3.793 -0.314 0.201
H 5.835 3.534 1.143 0.173
```

Output
- ΔE to the lowest compared entry with this formula, charge and spin (eV) = 2.676
- molar mass (g/mol) = 350.4
- total energy (Ha) = -1148.6510
- lowest unoccupied orbital energy (eV) = 0.774
- structure (SMILES) = COc1ccc(NC(=O)[C@H](Cc2ccccc2)n2cccc2)cc1OC
- Kohn-Sham gap (eV) = 8.50